(1)
{"formula": "C14H28AuN3O", "method": "ωB97M-V/def2-TZVPD", "e_above_lowest_kcal_mol": 11.72, "gap_ha": 0.3195, "lumo_energy_ev": -6.83, "charge": 2, "energy_ev": -25165.8284, "symbols": ["Au", "C", "C", "O", "H", "H", "H", "C", "H", "H", "H", "C", "C", "C", "C", "C", "N", "H", "H", "H", "H", "H", "H", "H", "H", "H", "C", "C", "N", "C", "C", "N", "C", "C", "H", "H", "H", "H", "H", "H", "H", "H", "H", "H", "H", "H", "H"], "xyz": [[1.7536, -0.1963, 1.1286], [4.7956, -0.8016, 1.0621], [3.6954, 0.0055, 0.4772], [3.6622, 0.7057, -0.4609], [5.7470, -0.3364, 0.8107], [4.7418, -1.7867, 0.5913], [4.6699, -0.9123, 2.1333], [2.3192, -0.4077, 3.0975], [1.3629, -0.4121, 3.6129], [2.9233, 0.4310, 3.4145], [2.8242, -1.3504, 3.2589], [-0.4983, -4.4656, -1.3383], [-1.5144, -3.4728, -0.7553], [-2.4992, -3.0008, -1.8320], [-2.2576, -4.0870, 0.4395], [-0.7699, -2.3027, -0.2707], [-0.1800, -1.3931, 0.1154], [-1.0414, -5.3404, -1.6925], [0.2158, -4.7913, -0.5841], [0.0430, -4.0365, -2.1801], [-3.0487, -3.8674, -2.1959], [-1.9804, -2.5496, -2.6768], [-3.2189, -2.2894, -1.4296], [-2.8115, -4.9553, 0.0855], [-2.9663, -3.3850, 0.8752], [-1.5650, -4.4158, 1.2119], [-0.0114, 4.2369, -0.3836], [0.8515, 3.0886, 0.1788], [0.1158, 1.8258, 0.1441], [-1.0747, 1.9246, 0.9839], [-1.9875, 3.0715, 0.5010], [-1.3535, 3.6629, -0.7196], [-1.2157, 2.6180, -1.7834], [-0.2748, 1.5255, -1.2334], [0.3912, 4.6649, -1.3013], [-0.1760, 5.0389, 0.3355], [1.1341, 3.2990, 1.2107], [1.7655, 2.9781, -0.4043], [-0.7657, 2.1059, 2.0134], [-1.6020, 0.9712, 0.9498], [-2.0850, 3.8749, 1.2310], [-2.9835, 2.7346, 0.2144], [-1.9514, 4.4127, -1.0694], [-0.8235, 3.1126, -2.6719], [-2.2190, 2.2507, -1.9996], [0.6270, 1.4627, -1.8424], [-0.7639, 0.5538, -1.2522]], "nbo_charge": [0.85, -0.74, 0.58, -0.44, 0.28, 0.29, 0.26, -0.83, 0.23, 0.22, 0.23, -0.59, -0.18, -0.59, -0.59, 0.50, -0.57, 0.24, 0.23, 0.22, 0.24, 0.22, 0.22, 0.24, 0.22, 0.23, -0.25, -0.26, -0.44, -0.26, -0.25, -0.33, -0.25, -0.27, 0.24, 0.24, 0.23, 0.24, 0.23, 0.24, 0.24, 0.24, 0.46, 0.24, 0.24, 0.23, 0.24]}

***

(2)
{"formula": "C3H6ClN2O2", "method": "ωB97M-V/def2-TZVPD", "e_above_lowest_kcal_mol": 52.20, "gap_ha": 0.3342, "lumo_energy_ev": -5.86, "charge": 1, "energy_ev": -22796.1730, "symbols": ["C", "C", "C", "N", "N", "O", "O", "Cl", "H", "H", "H", "H", "H", "H"], "xyz": [[2.6073, 0.3222, 0.5802], [-3.1271, 0.2941, -0.1889], [1.1368, 0.5652, 0.0103], [-2.0813, -0.3672, -0.4617], [0.5819, 0.3164, -1.1527], [2.3189, -0.4350, 1.6627], [3.6626, 0.7611, 0.2263], [-2.2628, -2.1559, -0.2344], [-2.9696, 1.3531, -0.3223], [-3.9776, -0.2781, 0.0458], [0.3859, 0.5055, 0.7142], [1.0489, -0.0996, -1.9957], [-0.4586, -0.0720, -1.0019], [3.1348, -0.7097, 2.1181]], "nbo_charge": [0.73, 0.00, 0.23, -0.46, -0.60, -0.66, -0.46, 0.10, 0.22, 0.22, 0.22, 0.45, 0.47, 0.53]}

***

(3)
{"formula": "C3H8N2O2", "method": "ωB97M-V/def2-TZVPD", "e_above_lowest_kcal_mol": 25.52, "gap_ha": 0.3589, "lumo_energy_ev": 0.76, "energy_ev": -10315.8456, "symbols": ["C", "C", "N", "C", "N", "H", "H", "H", "H", "O", "H", "H", "O", "H", "H"], "xyz": [[0.6172, -0.2856, -0.8278], [1.0897, -0.7631, 0.3742], [2.1304, 0.0555, 0.6955], [2.2547, 0.9802, -0.2916], [1.3416, 0.8018, -1.2182], [-0.2123, -0.6772, -1.3921], [0.7782, -1.6234, 0.9386], [2.7487, -0.0508, 1.4803], [2.9593, 1.7931, -0.3311], [-2.1243, 1.2020, -0.4445], [-1.9818, 2.1347, -0.2448], [-1.3745, 0.8086, 0.0280], [-2.6336, -1.3924, 0.7754], [-2.4780, -2.1919, 0.2669], [-3.1152, -0.7915, 0.1912]], "nbo_charge": [-0.12, -0.12, -0.52, 0.15, -0.45, 0.22, 0.23, 0.42, 0.20, -0.95, 0.47, 0.48, -0.95, 0.46, 0.49]}

***

(4)
{"formula": "C26H24BrN10RbS", "method": "ωB97M-V/def2-TZVPD", "e_above_lowest_kcal_mol": 0.00, "gap_ha": [0.1062, 0.1065], "lumo_energy_ev": [3.40, 3.40], "charge": -2, "energy_ev": -123781.2130, "symbols": ["Rb", "C", "C", "N", "N", "C", "N", "S", "C", "C", "C", "C", "C", "N", "H", "H", "H", "H", "H", "H", "H", "H", "H", "H", "N", "C", "N", "C", "N", "C", "C", "N", "C", "C", "N", "H", "H", "H", "H", "H", "Br", "C", "C", "C", "N", "C", "C", "H", "H", "H", "H", "C", "C", "C", "C", "C", "C", "C", "H", "H", "H", "H", "H"], "xyz": [[0.0909, -0.2265, 0.2563], [-4.6351, 3.1193, 0.0048], [-3.5365, 2.0992, 0.1677], [-2.2303, 2.4365, 0.1477], [-1.9833, 3.7684, 0.1155], [-0.7916, 4.3377, 0.1281], [-0.8663, 5.7536, 0.2257], [0.7093, 3.5762, 0.0285], [-3.8843, 0.7595, 0.4376], [-5.1601, 0.3452, 0.8061], [-5.4609, -1.0346, 0.9945], [-4.5055, -1.9875, 0.8676], [-3.0905, -1.6109, 0.6902], [-2.7792, -0.1523, 0.4182], [-4.3506, 3.9066, -0.7017], [-4.9183, 3.5998, 0.9522], [-5.5237, 2.6372, -0.3978], [-2.7611, 4.4085, 0.2262], [-1.4789, 6.1688, -0.4670], [0.0681, 6.1214, 0.1154], [-5.9467, 1.0762, 0.9481], [-6.4837, -1.3223, 1.2186], [-4.7525, -3.0430, 0.9214], [-2.4981, -2.3047, 0.0882], [4.4743, 0.0440, 2.8852], [3.5736, 0.5093, 2.0040], [2.5968, -0.3542, 1.8860], [2.9491, -1.3495, 2.7382], [4.0854, -1.1484, 3.3678], [2.1075, -2.5446, 2.9492], [2.4919, -3.5493, 3.8317], [1.7433, -4.6246, 4.0500], [0.5964, -4.6792, 3.3821], [0.2142, -3.6785, 2.5027], [0.9711, -2.6141, 2.2762], [5.3265, 0.4638, 3.2108], [3.6589, 1.4559, 1.4928], [3.4291, -3.4674, 4.3688], [-0.0319, -5.5436, 3.5580], [-0.7331, -3.7206, 1.9765], [3.6263, -4.3676, -5.6475], [2.6307, -2.9171, -4.7485], [1.2335, -3.1074, -4.5456], [0.6156, -2.4757, -3.4959], [1.2365, -1.7058, -2.5653], [2.5818, -1.6092, -2.7250], [3.3110, -2.1918, -3.7307], [0.6507, -3.7047, -5.2376], [-0.4630, -2.5613, -3.3849], [3.0971, -0.9929, -1.9888], [4.3863, -2.0571, -3.7706], [-2.4001, -0.7699, 1.6881], [-2.7173, -0.4013, 3.0043], [-2.9426, -1.3840, 4.0149], [-3.0992, -1.0404, 5.3442], [-3.0606, 0.2922, 5.7619], [-2.8609, 1.2741, 4.7849], [-2.6982, 0.9542, 3.4519], [-2.9779, -2.4275, 3.7147], [-3.2590, -1.8247, 6.0795], [-3.1913, 0.5544, 6.8054], [-2.8294, 2.3184, 5.0832], [-2.5181, 1.7340, 2.7197]], "nbo_charge": [0.93, -0.68, 0.11, -0.36, -0.37, 0.23, -0.85, -0.44, 0.10, -0.35, -0.24, -0.28, -0.13, -0.47, 0.18, 0.20, 0.23, 0.36, 0.35, 0.39, 0.18, 0.18, 0.18, 0.16, -0.35, 0.19, -0.47, 0.28, -0.29, 0.11, 0.01, -0.39, -0.01, 0.02, -0.35, 0.41, 0.22, 0.20, 0.19, 0.22, -0.21, -0.17, -0.36, 0.00, -0.59, -0.01, -0.36, 0.20, 0.17, 0.16, 0.19, -0.23, 0.05, -0.31, -0.20, -0.37, -0.20, -0.31, 0.19, 0.18, 0.18, 0.18, 0.21]}